P | Molecular formula: C19H26N2O2S
Method: DFT, ωB97M-V with the def2-TZVPD basis set

The frontier orbital gap is 8.43 eV. As for the HOMO energy: -8.24 eV.

Each atom is followed by the atoms it is bonded to, with distances in Å.
Cartesian coordinates (Å):
1 O -3.078 4.686 -0.603  C4 1.223
2 O -0.307 -1.653 -1.556  C11 1.440, C20 1.433
3 S -0.763 1.675 -1.568  C7 1.763, C8 1.776
4 C -2.436 3.851 -1.226  O1 1.223, C7 1.442, N9 1.380
5 C -2.600 1.821 0.247  C6 1.434, C7 1.345, H25 1.085
6 C -1.950 0.570 0.507  C5 1.434, C8 1.395, H26 1.104
7 C -2.092 2.524 -0.782  S3 1.763, C4 1.442, C5 1.345
8 C -0.899 0.358 -0.384  S3 1.776, C6 1.395, C20 1.550
9 N -1.964 4.312 -2.438  C4 1.380, H27 0.998, H28 1.008
10 N 1.878 -0.430 1.861  C12 1.473, C13 1.469, C24 1.461
11 C -1.700 -1.941 -1.778  O2 1.440, H29 1.090, H30 1.110, H31 1.080
12 C 0.550 -1.032 2.067  N10 1.473, C22 1.535, H32 1.078, H33 1.084
13 C 2.038 0.286 0.588  N10 1.469, C23 1.531, H34 1.109, H35 1.109
14 C 2.238 -2.868 0.142  C15 1.563, C16 1.534, H36 1.090, H37 1.114
15 C 0.776 -3.106 0.641  C14 1.563, C22 1.570, H38 1.099, H39 1.074
16 C 2.318 -1.787 -0.944  C14 1.534, C23 1.571, H40 1.111, H41 1.099
17 C 1.655 1.723 3.470  C21 1.550, C24 1.546, H42 1.087, H43 1.098
18 C 2.150 -0.168 4.502  C21 1.546, C24 1.567, H44 1.083, H45 1.088
19 C 3.684 0.821 3.299  C21 1.524, C24 1.534, H46 1.096, H47 1.100
20 C 0.039 -0.876 -0.403  O2 1.433, C8 1.550, C22 1.559, C23 1.511
21 C 2.768 1.248 4.438  C17 1.550, C18 1.546, C19 1.524, C24 1.742, H48 1.076
22 C -0.038 -1.782 0.863  C12 1.535, C15 1.570, C20 1.559, H49 1.108
23 C 1.487 -0.497 -0.606  C13 1.531, C16 1.571, C20 1.511, H50 1.093
24 C 2.245 0.363 3.031  N10 1.461, C17 1.546, C18 1.567, C19 1.534, C21 1.742
25 H -3.430 2.166 0.855  C5 1.085
26 H -2.259 -0.106 1.325  C6 1.104
27 H -2.096 5.265 -2.704  N9 0.998
28 H -1.445 3.658 -3.003  N9 1.008
29 H -1.827 -2.857 -2.354  C11 1.090
30 H -2.215 -2.058 -0.802  C11 1.110
31 H -2.178 -1.123 -2.297  C11 1.080
32 H 0.631 -1.731 2.883  C12 1.078
33 H -0.149 -0.240 2.313  C12 1.084
34 H 1.479 1.238 0.696  C13 1.109
35 H 3.095 0.536 0.364  C13 1.109
36 H 2.876 -2.584 0.979  C14 1.090
37 H 2.636 -3.816 -0.287  C14 1.114
38 H 0.819 -3.717 1.552  C15 1.099
39 H 0.269 -3.700 -0.097  C15 1.074
40 H 3.374 -1.518 -1.159  C16 1.111
41 H 2.007 -2.230 -1.900  C16 1.099
42 H 0.695 1.818 3.969  C17 1.087
43 H 1.936 2.610 2.886  C17 1.098
44 H 2.822 -0.998 4.682  C18 1.083
45 H 1.199 -0.292 5.016  C18 1.088
46 H 4.452 0.081 3.551  C19 1.096
47 H 4.118 1.568 2.616  C19 1.100
48 H 3.094 1.795 5.306  C21 1.076
49 H -1.074 -2.062 1.136  C22 1.108
50 H 1.620 0.159 -1.471  C23 1.093

Atomic partial charges in e from the Löwdin method, atoms 1 to 8: 0.045, -0.153, 1.112, -0.565, -0.086, -0.078, -0.435, -0.389



Q | Molecular formula: C19H26N2O2S
Method: DFT, ωB97M-V with the def2-TZVPD basis set

The frontier orbital gap is 9.37 eV. As for the HOMO energy: -8.87 eV. The SMILES is CCS(=O)(=O)c1ccc2c(c1)nc(C1(C)CCCC1)n2CC1CC1.

Each atom is followed by the atoms it is bonded to, with distances in Å.
Cartesian coordinates (Å):
1 O -2.165 0.868 -5.459  S24 1.470
2 O -0.965 3.017 -5.351  S24 1.472
3 N -1.042 -1.181 -0.475  C4 1.303, C8 1.379
4 C -0.432 -0.970 0.657  N3 1.303, N11 1.418, C22 1.520
5 C 0.198 2.127 -1.095  C6 1.390, C9 1.374, H25 1.080
6 C -0.144 2.338 -2.425  C5 1.390, C10 1.393, H26 1.105
7 C -1.134 0.145 -2.554  C8 1.386, C10 1.417, H27 1.092
8 C -0.845 -0.032 -1.210  N3 1.379, C7 1.386, C9 1.407
9 C -0.106 0.929 -0.496  C5 1.374, C8 1.407, N11 1.396
10 C -0.706 1.329 -3.205  C6 1.393, C7 1.417, S24 1.835
11 N 0.175 0.310 0.724  C4 1.418, C9 1.396, C14 1.480
12 C 1.132 -2.675 1.513  C22 1.538, H28 1.093, H29 1.090, H30 1.096
13 C 1.785 1.513 -5.470  C23 1.554, H31 1.089, H32 1.081, H33 1.096
14 C 1.015 0.891 1.795  N11 1.480, C21 1.529, H34 1.091, H35 1.082
15 C -1.044 -2.928 3.863  C16 1.525, C19 1.532, H36 1.078, H37 1.085
16 C -1.579 -3.904 2.819  C15 1.525, C20 1.547, H38 1.110, H39 1.101
17 C 1.010 2.678 3.715  C18 1.510, C21 1.503, H40 1.092, H41 1.112
18 C 0.554 3.355 2.444  C17 1.510, C21 1.546, H42 1.101, H43 1.094
19 C -0.527 -1.702 3.104  C15 1.532, C22 1.516, H44 1.079, H45 1.087
20 C -1.320 -3.210 1.461  C16 1.547, C22 1.528, H46 1.114, H47 1.118
21 C 0.257 1.860 2.702  C14 1.529, C17 1.503, C18 1.546, H48 1.099
22 C -0.287 -2.102 1.662  C4 1.520, C12 1.538, C19 1.516, C20 1.528
23 C 0.440 0.834 -5.850  C13 1.554, S24 1.806, H49 1.081, H50 1.101
24 S -0.966 1.586 -5.003  O1 1.470, O2 1.472, C10 1.835, C23 1.806
25 H 0.714 2.901 -0.546  C5 1.080
26 H 0.115 3.332 -2.832  C6 1.105
27 H -1.592 -0.675 -3.112  C7 1.092
28 H 1.891 -1.965 1.850  C12 1.093
29 H 1.274 -2.952 0.468  C12 1.090
30 H 1.229 -3.571 2.136  C12 1.096
31 H 1.827 2.593 -5.602  C13 1.089
32 H 2.634 1.066 -5.969  C13 1.081
33 H 1.927 1.351 -4.395  C13 1.096
34 H 1.872 1.415 1.370  C14 1.091
35 H 1.417 0.110 2.427  C14 1.082
36 H -1.827 -2.620 4.537  C15 1.078
37 H -0.271 -3.419 4.446  C15 1.085
38 H -2.649 -4.165 2.959  C16 1.110
39 H -0.996 -4.836 2.876  C16 1.101
40 H 0.463 2.939 4.624  C17 1.092
41 H 2.080 2.417 3.865  C17 1.112
42 H 1.320 3.628 1.702  C18 1.101
43 H -0.310 4.025 2.495  C18 1.094
44 H -1.372 -1.033 3.162  C19 1.079
45 H 0.313 -1.195 3.572  C19 1.087
46 H -2.287 -2.822 1.068  C20 1.114
47 H -0.970 -3.938 0.688  C20 1.118
48 H -0.787 1.586 2.910  C21 1.099
49 H 0.232 1.005 -6.897  C23 1.081
50 H 0.450 -0.252 -5.669  C23 1.101

Atomic partial charges in e from the Löwdin method, atoms 1 to 8: -0.345, -0.338, 0.187, -0.196, -0.008, -0.077, 0.029, -0.218



Pick the most stable structure from those above. Pick: Q